Entry 1:
Entry from the Open Molecules 2025 dataset: C40H47BN7O5Ru as an isolated structure (ωB97M-V/def2-TZVPD).

```
101
Properties=species:S:1:pos:R:3:mulliken_charge:R:1
Ru 0.895 -1.916 0.298 0.281
C -5.384 1.692 0.153 -1.546
C -4.136 0.883 -0.092 0.933
C -3.373 0.977 -1.307 -0.925
C -2.286 0.122 -1.494 -0.282
C -1.909 -0.870 -0.575 -0.092
N -0.911 -1.827 -0.920 0.552
C -1.385 -2.870 -1.702 0.527
C -2.685 -3.369 -1.644 -0.039
C -3.086 -4.402 -2.498 -1.387
C -2.113 -5.101 -3.188 1.275
C -2.380 -6.402 -3.873 -1.409
C -0.790 -4.691 -3.225 -0.828
C -0.456 -3.530 -2.580 -0.621
N 0.879 -3.003 -2.802 0.441
C 1.449 -2.687 -3.982 -0.212
C 2.773 -2.318 -3.715 -1.050
C 2.908 -2.492 -2.358 -0.467
N 1.737 -2.880 -1.786 0.032
C -2.619 -0.909 0.633 -0.581
C -3.643 0.012 0.875 -0.323
N -2.227 -1.903 1.611 0.664
C -3.049 -2.931 1.986 -0.068
C -2.315 -3.778 2.781 -1.254
C -1.047 -3.193 2.817 -0.065
N -1.018 -2.051 2.080 -0.151
H -5.599 1.772 1.225 0.383
H -6.286 1.336 -0.381 0.300
H -5.210 2.721 -0.200 0.367
H -3.663 1.632 -2.084 0.521
H -1.735 0.108 -2.440 0.420
H -3.355 -2.871 -0.950 0.384
H -4.126 -4.724 -2.504 0.376
H -1.760 -6.496 -4.787 0.338
H -3.426 -6.404 -4.212 0.376
H -2.270 -7.351 -3.319 0.243
H -0.064 -5.218 -3.805 0.463
H 0.880 -2.788 -4.888 0.510
H 3.503 -1.954 -4.385 0.492
H 3.730 -2.280 -1.719 0.417
H -4.106 0.024 1.873 0.263
H -4.091 -3.056 1.635 0.345
H -2.623 -4.699 3.274 0.436
H -0.161 -3.601 3.259 0.259
C -2.021 6.191 -1.480 -1.119
C -1.592 4.865 -1.990 0.710
O -1.295 3.959 -1.063 -0.279
O -1.530 4.594 -3.169 -0.579
H -2.700 6.110 -0.644 0.325
H -2.460 6.850 -2.303 0.301
H -1.148 6.688 -1.091 0.262
C 1.137 2.717 1.738 -1.155
C -0.143 3.354 2.236 1.769
C -0.641 2.798 3.533 -1.949
O -1.156 3.056 1.184 -0.293
B -0.948 4.080 0.260 1.214
O -0.270 5.188 0.741 -0.684
C -0.088 4.914 2.160 1.822
C -1.191 5.610 2.837 -2.221
C 1.180 5.556 2.696 -1.917
H 0.876 1.679 1.565 -0.509
H 1.999 2.831 2.415 0.401
H 1.386 3.173 0.768 0.299
H -0.737 1.694 3.359 0.175
H -1.577 3.271 3.714 0.516
H 0.108 2.987 4.348 0.317
H -2.149 5.132 2.667 0.436
H -1.191 6.647 2.484 0.553
H -1.009 5.665 3.904 0.378
H 2.057 5.310 2.096 0.348
H 1.341 5.212 3.695 0.378
H 0.993 6.650 2.753 0.473
C 4.423 -0.260 0.649 -1.458
C 3.081 0.156 0.138 0.102
O 1.993 -0.229 0.877 -0.640
C 2.951 0.988 -1.024 1.340
C 3.983 1.129 -1.911 -0.645
C 3.918 1.911 -3.051 -1.208
C 2.756 2.634 -3.282 -0.574
C 1.633 2.476 -2.472 -1.297
C 1.750 1.673 -1.353 0.570
H 4.582 0.184 1.627 0.271
H 5.209 -0.029 -0.065 0.428
H 4.470 -1.324 0.743 0.245
H 4.911 0.585 -1.733 0.081
H 4.743 1.972 -3.730 0.443
H 2.669 3.247 -4.179 0.380
H 0.738 3.068 -2.618 0.510
H 0.862 1.545 -0.755 0.932
C 2.320 -2.109 3.670 -0.776
C 2.688 -3.256 2.781 0.000
N 2.047 -3.495 1.629 0.848
C 2.615 -4.638 1.120 -0.840
C 3.647 -5.050 1.944 -0.520
N 3.692 -4.104 2.975 -0.062
H 3.067 -1.295 3.629 0.270
H 2.165 -2.443 4.744 0.390
H 1.432 -1.650 3.245 -0.090
H 2.422 -5.054 0.157 0.396
H 4.416 -5.851 1.889 0.366
H 4.118 -4.278 3.857 0.269
```

Values from the calculation:
Net charge: 0
Relative energy (zero: lowest compared OMol25 entry of this formula, charge and spin), kcal per mole: 14.3
LUMO level (spin up / spin down), eV: 0.46 / 0.44
Multiplicity: 6
HOMO-LUMO gap (spin up / spin down), eV: 5.556 / 7.256

Entry 2:
Entry from the Open Molecules 2025 dataset: C4H4O5Sm as an isolated structure (ωB97M-V/def2-TZVPD).

```
14
Properties=species:S:1:pos:R:3:mulliken_charge:R:1
O -0.317 1.202 -0.774 -0.379
H 1.463 -1.057 2.042 0.269
O 0.130 -0.812 -1.807 -0.954
O 1.123 -0.342 0.154 -0.396
C 0.720 -0.457 1.504 -0.353
C -0.639 -1.135 1.380 -0.339
O -1.099 -0.722 0.108 -0.394
C -0.027 -0.196 -0.654 1.082
H 0.639 0.536 1.973 0.265
H -1.359 -0.818 2.145 0.256
H -0.547 -2.232 1.394 0.245
Sm -0.013 0.486 -3.817 1.402
C 0.084 2.192 -1.903 -0.272
O -0.160 3.356 -1.744 -0.433
```

Values from the calculation:
Net charge: 0
Relative energy (zero: lowest compared OMol25 entry of this formula, charge and spin), kcal per mole: 36.4
LUMO level (spin up / spin down), eV: -1.60 / -1.53
Multiplicity: 7
HOMO-LUMO gap (spin up / spin down), eV: 5.914 / 5.970